No. 1
{"formula": "C9H14", "method": "ωB97M-V with the def2-TZVPD basis set", "total_charge": -1, "multiplicity": 2, "homo_energy_ev": [1.0, -3.2], "symbols": ["C", "C", "C", "C", "C", "C", "C", "H", "H", "H", "H", "H", "H", "H", "H", "C", "C", "H", "H", "H", "H", "H", "H"], "positions_angstrom": [[-0.9488, 0.4216, -3.1832], [-0.6010, 0.0082, 0.4993], [-1.4430, 0.9243, 1.1651], [-0.4331, -0.2269, -0.8533], [-1.1586, 0.6688, -1.7355], [-2.2084, 1.6314, 0.1987], [-1.9503, 1.6808, -1.1618], [-0.0136, -0.6534, 1.1978], [-1.5064, 1.1357, 2.2264], [0.3454, -0.9675, -1.0385], [-2.9051, 2.3862, 0.6517], [-1.0092, 1.3851, -3.7203], [-1.8390, 0.0573, -3.8194], [-2.5803, 2.3426, -1.7458], [-0.0946, -0.2219, -3.4359], [2.4855, -1.9937, 1.4849], [2.1551, -0.6794, 2.1475], [1.6055, -2.6870, 1.4587], [2.5990, -1.9610, 0.4062], [3.3012, -2.4615, 2.0046], [1.4075, -0.5818, 2.9685], [1.8644, 0.1257, 1.4659], [2.9278, -0.3338, 2.8183]], "forces_ev_per_a": [[-1.987, 1.127, -1.588], [1.201, -1.937, 2.356], [0.199, -0.527, -1.796], [-0.817, 1.022, 2.046], [1.625, -0.946, -1.038], [-1.078, 2.793, 0.959], [-0.828, -1.399, 0.818], [-0.589, 0.565, -0.935], [0.129, -0.347, -0.139], [-0.361, 0.197, -0.888], [0.403, -0.454, -0.777], [1.305, 0.128, 0.000], [0.381, -0.854, 1.086], [0.162, 0.019, -0.318], [-0.121, 0.542, 0.039], [-2.128, -0.952, -0.079], [-0.484, 1.619, 1.233], [0.540, 0.341, 0.731], [0.879, 0.654, -0.099], [0.419, -0.486, -0.166], [-0.518, -1.149, -0.963], [0.348, -0.218, 0.043], [1.320, 0.262, -0.524]], "lowdin_spin": [0.059, 0.056, 0.221, 0.118, 0.248, 0.139, 0.040, 0.000, 0.025, 0.017, 0.009, 0.009, 0.041, 0.004, 0.002, 0.002, 0.003, 0.002, 0.001, 0.000, 0.001, 0.002, 0.000]}

***

No. 2
{"formula": "C9H14", "method": "ωB97M-V with the def2-TZVPD basis set", "total_charge": -1, "multiplicity": 2, "homo_energy_ev": [1.2, -3.7], "symbols": ["C", "C", "H", "H", "H", "H", "H", "H", "C", "C", "C", "C", "C", "C", "C", "H", "H", "H", "H", "H", "H", "H", "H"], "positions_angstrom": [[3.3129, -0.9164, -0.2300], [3.7230, -1.8081, -1.4487], [2.8739, 0.0203, -0.6434], [2.6396, -1.3960, 0.4410], [4.1876, -0.5477, 0.2362], [2.9552, -1.6974, -2.2345], [3.7873, -2.8544, -1.1805], [4.6509, -1.4287, -1.7840], [-3.5024, 1.6713, 1.6595], [-0.4610, -0.2691, -0.6839], [-1.3352, 0.5670, -1.3211], [-0.5120, -0.4374, 0.6895], [-2.2463, 1.3424, -0.5439], [-1.4659, 0.2526, 1.4522], [-2.4266, 1.1180, 0.8037], [0.1964, -0.7882, -1.3876], [-1.3357, 0.6706, -2.3911], [0.2121, -1.1101, 1.1200], [-2.8901, 2.0886, -1.0432], [-1.2138, 0.1434, 2.5135], [-3.7287, 0.9909, 2.4720], [-4.3571, 1.9969, 1.1024], [-3.0641, 2.3913, 2.4018]], "forces_ev_per_a": [[-0.166, 0.674, -2.363], [-1.822, 0.630, 0.914], [-0.229, -0.725, 0.418], [-0.506, -0.170, 0.517], [0.980, -0.042, 1.030], [0.447, -0.188, 0.205], [0.210, -0.241, 0.017], [1.053, 0.076, -0.743], [1.396, 0.505, 1.386], [0.824, -1.505, 0.099], [-1.307, 2.277, -0.230], [0.176, 0.134, -1.482], [-0.930, -0.216, -0.101], [1.112, -0.559, 0.477], [0.868, -0.706, 0.037], [0.262, -0.302, 0.731], [0.077, 0.168, -0.298], [0.105, -0.098, 0.458], [0.121, -0.477, 0.162], [-1.062, 0.532, 0.119], [-0.812, -1.050, -0.458], [-0.509, 0.488, 0.084], [-0.287, 0.796, -0.982]], "lowdin_spin": [0.018, 0.021, 0.003, 0.005, 0.001, 0.005, 0.003, 0.002, 0.040, 0.105, 0.190, 0.095, 0.050, 0.226, 0.106, 0.010, 0.029, 0.012, 0.006, 0.043, 0.004, 0.003, 0.023]}

***

No. 3
{"formula": "C9H14", "method": "ωB97M-V with the def2-TZVPD basis set", "total_charge": -1, "multiplicity": 2, "homo_energy_ev": [1.3, -5.4], "symbols": ["C", "C", "C", "C", "C", "C", "C", "H", "H", "H", "H", "H", "H", "H", "H", "C", "C", "H", "H", "H", "H", "H", "H"], "positions_angstrom": [[2.4451, 1.9380, -1.0600], [1.2845, -0.3191, -1.0892], [1.3065, 1.0436, -1.4413], [0.1157, -1.0688, -1.1539], [0.1097, 1.5202, -1.9883], [-1.0488, -0.5693, -1.7293], [-1.0397, 0.7797, -2.1331], [2.2328, -0.7141, -0.7399], [0.1556, -2.0248, -0.6383], [2.1009, 2.3298, -0.0740], [2.5044, 2.7915, -1.7389], [0.0548, 2.4617, -2.5375], [-1.8439, -1.2843, -1.9039], [-2.0060, 1.0543, -2.5373], [3.4483, 1.5389, -1.0100], [-1.5877, -0.8955, 3.3620], [-0.7915, -1.4912, 2.1692], [-2.6412, -1.0800, 3.1165], [-1.3667, -1.4150, 4.2892], [-1.4783, 0.1824, 3.3452], [0.2749, -1.3751, 2.3212], [-1.0914, -0.9172, 1.2907], [-1.1378, -2.4857, 1.8809]], "forces_ev_per_a": [[-0.940, 0.804, -0.274], [0.130, 0.984, 0.209], [-0.327, -1.321, -0.394], [0.552, -0.086, 0.330], [-0.263, 1.321, -1.038], [1.116, 0.079, 0.272], [-0.673, -2.578, 0.340], [-0.268, -0.266, 0.316], [-0.159, -0.287, -0.585], [0.686, 0.078, -0.172], [-0.083, 0.071, 0.110], [0.383, 0.304, 0.775], [-0.437, 0.440, 0.182], [0.392, 0.961, -0.366], [-0.067, -0.514, 0.214], [-0.431, -0.991, -1.505], [-1.090, 0.877, 0.047], [-0.024, 0.055, 0.345], [0.123, 0.408, 0.300], [0.308, 0.124, 0.602], [0.182, -0.389, -0.224], [0.403, 0.263, -0.017], [0.488, -0.336, 0.532]], "lowdin_spin": [0.269, 0.067, 0.056, 0.020, 0.107, 0.039, 0.047, 0.036, 0.005, 0.076, 0.036, 0.034, 0.009, 0.010, 0.038, 0.049, 0.046, 0.004, 0.004, 0.018, 0.024, 0.002, 0.005]}

***

No. 4
{"formula": "C9H14", "method": "ωB97M-V with the def2-TZVPD basis set", "multiplicity": 1, "homo_energy_ev": -8.9, "symbols": ["C", "C", "C", "C", "C", "C", "C", "H", "H", "H", "H", "H", "H", "H", "H", "C", "C", "H", "H", "H", "H", "H", "H"], "positions_angstrom": [[-1.4965, 0.0104, 2.1389], [-0.2515, 0.0266, 1.3387], [0.1944, -1.0748, 0.5913], [0.6178, 1.1222, 1.5589], [1.5281, -1.1619, 0.2441], [1.9433, 0.9615, 1.1319], [2.4018, -0.0806, 0.3289], [-1.6849, 0.9777, 2.6484], [-1.4852, -0.9227, 2.7144], [-0.4846, -1.9198, 0.5468], [0.2377, 2.1169, 1.7627], [1.8257, -2.1934, -0.1284], [2.5320, 1.7723, 1.4901], [3.4606, -0.2616, 0.1968], [-2.4575, 0.1527, 1.6211], [-0.9376, 0.6674, -1.8800], [-0.7223, -0.6330, -2.6946], [-0.3507, 0.9910, -1.0562], [-0.9851, 1.4292, -2.5756], [-1.9334, 0.7128, -1.3810], [-0.5841, -0.2571, -3.7069], [0.2048, -1.1265, -2.3333], [-1.5728, -1.3093, -2.5569]], "forces_ev_per_a": [[-1.852, 0.994, -0.450], [0.718, 1.125, -0.034], [-0.279, 0.568, 1.958], [0.184, -1.835, -1.988], [-0.103, -1.832, -1.807], [-0.805, 1.208, -0.395], [-0.183, -0.969, 2.341], [1.157, -0.796, 0.946], [-0.484, 0.650, 0.395], [0.237, -0.135, -0.253], [0.117, -0.253, 1.039], [0.038, 1.627, 0.133], [1.106, 0.486, -0.424], [-0.009, 0.317, -0.370], [0.187, -1.261, -0.859], [-2.271, -1.015, 0.915], [0.914, 0.582, 1.479], [1.445, -0.344, 0.283], [0.056, 1.969, -1.261], [0.235, -0.383, -0.510], [-0.112, -0.846, -0.217], [-0.587, 0.065, -0.499], [0.290, 0.079, -0.423]], "lowdin_charge": [-0.066, -0.309, -0.089, -0.054, -0.112, -0.094, -0.081, 0.085, 0.092, 0.118, 0.113, 0.127, 0.088, 0.098, 0.077, -0.160, -0.135, 0.027, 0.026, 0.076, 0.057, 0.054, 0.064]}

***

No. 5
{"formula": "C9H14", "method": "ωB97M-V with the def2-TZVPD basis set", "multiplicity": 1, "homo_energy_ev": -9.1, "symbols": ["C", "C", "H", "H", "H", "H", "H", "H", "C", "C", "C", "C", "C", "C", "C", "H", "H", "H", "H", "H", "H", "H", "H"], "positions_angstrom": [[0.3994, -1.5725, -3.8379], [-0.5463, -0.3424, -3.7874], [0.0044, -2.3712, -4.4665], [1.4061, -1.2534, -4.1083], [0.4904, -1.9736, -2.8281], [-1.5867, -0.5929, -3.9711], [-0.1523, 0.4721, -4.3893], [-0.5388, 0.0244, -2.7593], [-2.1609, 0.3411, 2.2138], [1.2553, 1.3315, 0.9244], [2.0987, 0.5978, 1.7572], [-0.1122, 1.3389, 1.1441], [-0.6582, 0.5545, 2.1640], [1.5512, -0.1383, 2.7868], [0.1702, -0.2556, 2.9338], [1.6361, 1.7492, 0.0005], [3.1539, 0.5999, 1.5323], [-0.7929, 1.9792, 0.5972], [2.1892, -0.5594, 3.5566], [-2.3984, -0.3488, 3.0194], [-2.5213, -0.0317, 1.2605], [-0.2108, -0.8166, 3.7782], [-2.6762, 1.2677, 2.4790]], "forces_ev_per_a": [[-0.490, 0.464, 0.535], [0.695, -0.386, 0.886], [0.348, 0.138, -0.207], [-0.080, -0.264, -0.337], [-0.043, -0.206, -0.030], [0.000, 0.091, -0.485], [-0.447, -0.020, -0.360], [0.019, 0.188, 0.015], [0.433, 0.672, 0.787], [-0.183, -0.511, -0.482], [-0.302, 0.258, -0.575], [-0.001, 0.028, 0.802], [-0.611, -1.084, -0.717], [0.069, -0.056, 0.645], [0.587, 1.178, 0.330], [0.162, 0.461, 0.250], [0.172, -0.026, 0.272], [0.129, -0.122, -0.379], [0.072, -0.363, -0.303], [-0.103, -0.270, -0.130], [-0.159, -0.046, -0.016], [-0.193, -0.170, -0.202], [-0.074, 0.044, -0.298]], "lowdin_charge": [-0.164, -0.164, 0.057, 0.058, 0.054, 0.057, 0.056, 0.047, -0.055, -0.091, -0.101, -0.060, -0.279, -0.097, -0.056, 0.100, 0.097, 0.110, 0.101, 0.068, 0.078, 0.106, 0.078]}